Entry 1:
Below is a gas-phase ion, C11H14N3 (charge +1) in a non-equilibrium geometry, with properties calculated with ωB97M-V/def2-TZVPD.

Computed properties:
gap between HOMO and LUMO = 8.319 eV
structure (SMILES) = C=C=N/[NH+]=C(/C)N(C)c1ccccc1
E_LUMO = -0.1451 Eh
total charge = +1
highest occupied orbital energy = -12.2668 eV

Last column: Mulliken charge in e.
Positions of all 28 atoms, in Å:
C (0.426, -1.027, -2.494)  0.5718
C (-2.047, -2.322, 0.990)  -0.2983
C (-2.677, -1.225, 0.305)  -0.9604
C (-0.763, -2.174, 1.470)  -0.8754
C (-1.924, -0.077, 0.235)  0.1385
C (-0.104, -1.009, 1.362)  0.5155
C (-0.647, 0.069, 0.770)  -0.3545
C (0.052, -1.673, -3.576)  -0.9178
C (1.433, 1.120, 0.118)  0.6309
C (2.616, 1.957, 0.534)  -1.2686
C (-0.242, 2.478, 1.213)  -1.0852
N (0.462, -0.358, -1.440)  -0.2413
N (0.166, 1.236, 0.600)  0.3071
N (1.539, 0.284, -0.952)  0.0178
H (-2.600, -3.229, 1.116)  0.4235
H (-3.513, -1.440, -0.273)  0.4580
H (-0.373, -2.993, 2.124)  0.3059
H (-2.303, 0.781, -0.424)  0.2674
H (0.910, -1.101, 1.714)  0.3622
H (0.169, -2.716, -3.922)  0.2605
H (-0.500, -1.301, -4.434)  0.2635
H (2.404, 2.673, 1.396)  0.3103
H (3.431, 1.194, 0.978)  0.3396
H (3.031, 2.454, -0.295)  0.3737
H (-0.596, 3.164, 0.449)  0.3737
H (-1.196, 2.376, 1.756)  0.3845
H (0.428, 2.891, 1.991)  0.3820
H (2.419, -0.031, -1.308)  0.3151

Atoms 1-6, force components in eV/Å:
-0.38 0.35 -0.34
-0.92 1.48 -0.81
3.41 -1.59 1.65
-1.86 -2.91 1.56
-1.18 2.76 -1.93
2.29 -0.23 0.81

Entry 2:
Below is a molecular structure, C45H53F3N3O12S3Y in a non-equilibrium geometry, with properties calculated with ωB97M-V/def2-TZVPD.

Computed properties:
gap between HOMO and LUMO (spin up / spin down) = 5.714 / 5.637 eV
E_LUMO (spin up / spin down) = 0.0921 / 0.0891 Eh
total charge = -2
highest occupied orbital energy (spin up / spin down) = -3.2088 / -3.2121 eV

Last column: Mulliken charge in e.
Positions of all 120 atoms, in Å:
Y (-0.225, 1.320, -0.738)  0.1805
C (2.502, -4.756, 1.829)  -1.6410
C (1.081, -5.117, 1.374)  2.2696
C (1.158, -6.430, 0.593)  -2.4502
C (0.182, -5.349, 2.597)  -1.5587
C (0.531, -3.958, 0.552)  0.4330
C (0.456, -2.728, 1.139)  -0.9941
C (0.043, -1.589, 0.418)  -0.6662
N (-0.068, -0.357, 0.896)  0.8448
C (0.046, 0.072, 2.159)  0.0403
C (-0.113, -0.665, 3.346)  -0.7747
C (0.180, -0.126, 4.574)  -0.1808
C (0.541, 1.234, 4.643)  -0.5154
C (0.595, 2.055, 3.547)  -0.6073
C (0.385, 1.488, 2.243)  1.1770
O (0.526, 2.163, 1.184)  -0.8977
C (0.802, 3.560, 3.641)  2.5363
C (-0.424, 4.259, 3.035)  -1.5535
C (0.956, 4.045, 5.088)  -2.4622
C (2.057, 3.972, 2.862)  -1.7346
C (0.145, -1.021, 5.808)  2.3365
C (0.364, -0.250, 7.113)  -2.4540
C (1.273, -2.056, 5.668)  -1.4281
C (-1.209, -1.736, 5.898)  -1.6919
C (-0.129, -1.684, -1.042)  0.4793
O (-0.232, -0.631, -1.713)  0.0711
C (-0.149, -3.012, -1.613)  0.3271
C (0.135, -4.079, -0.802)  -0.9486
C (-0.501, -3.278, -3.077)  2.6226
C (-0.638, -2.013, -3.926)  -2.1641
C (-1.866, -3.985, -3.101)  -1.7367
C (0.578, -4.163, -3.723)  -1.8166
H (2.921, -5.556, 2.437)  0.4856
H (2.519, -3.838, 2.405)  0.2799
H (3.136, -4.601, 0.961)  0.3112
H (1.599, -7.200, 1.226)  0.4674
H (1.780, -6.314, -0.290)  0.4123
H (0.168, -6.762, 0.290)  0.3913
H (0.547, -6.195, 3.178)  0.5117
H (-0.837, -5.557, 2.278)  0.3672
H (0.161, -4.476, 3.242)  0.0768
H (0.817, -2.572, 2.140)  0.3767
H (-0.530, -1.656, 3.274)  1.0033
H (0.751, 1.652, 5.612)  0.7168
H (-1.337, 3.922, 3.524)  0.2564
H (-0.502, 4.049, 1.973)  0.2195
H (-0.342, 5.336, 3.164)  0.4860
H (0.082, 3.782, 5.679)  0.4104
H (1.050, 5.130, 5.091)  0.4521
H (1.848, 3.624, 5.548)  0.4339
H (1.986, 3.636, 1.833)  0.1826
H (2.946, 3.532, 3.309)  0.3375
H (2.155, 5.057, 2.869)  0.4730
H (1.354, 0.198, 7.140)  0.3880
H (0.284, -0.927, 7.963)  0.4550
H (-0.384, 0.530, 7.230)  0.4420
H (2.231, -1.553, 5.555)  0.3267
H (1.118, -2.677, 4.790)  0.1874
H (1.320, -2.702, 6.545)  0.4811
H (-2.013, -1.005, 5.929)  0.3868
H (-1.257, -2.353, 6.795)  0.4469
H (-1.372, -2.379, 5.038)  0.2941
H (0.099, -5.068, -1.232)  0.5696
H (-1.418, -1.376, -3.520)  0.2149
H (-0.904, -2.288, -4.949)  0.5070
H (0.290, -1.449, -3.943)  0.3304
H (-2.602, -3.328, -2.645)  0.2413
H (-1.843, -4.931, -2.563)  0.2724
H (-2.169, -4.182, -4.128)  0.5282
H (1.539, -3.655, -3.681)  0.3288
H (0.325, -4.356, -4.765)  0.4804
H (0.683, -5.121, -3.220)  0.3105
C (-5.619, 4.017, -5.261)  -1.5315
C (-5.042, 3.109, -4.214)  1.1338
C (-3.693, 3.161, -3.881)  -1.3865
C (-3.170, 2.323, -2.907)  -0.1833
C (-4.016, 1.454, -2.244)  -0.0142
C (-5.356, 1.381, -2.575)  -1.0203
C (-5.868, 2.198, -3.565)  -0.7364
S (-3.432, 0.322, -0.959)  0.9405
O (-2.870, -0.818, -1.650)  -0.5364
O (-4.620, 0.020, -0.169)  -0.8571
N (-2.294, 1.030, -0.096)  0.5312
C (-2.813, 2.160, 0.633)  -1.0817
C (-2.249, 3.500, 0.033)  1.1368
O (-2.909, 4.515, 0.220)  -0.8756
O (-1.162, 3.388, -0.597)  -0.8116
H (-4.846, 4.352, -5.947)  0.3586
H (-6.063, 4.894, -4.790)  0.2876
H (-6.399, 3.505, -5.822)  0.3878
H (-3.031, 3.848, -4.388)  0.4633
H (-2.111, 2.350, -2.676)  0.9434
H (-5.971, 0.673, -2.041)  0.4625
H (-6.914, 2.128, -3.839)  0.3333
H (-2.496, 2.109, 1.686)  0.1307
H (-3.911, 2.193, 0.600)  0.5812
F (4.730, -1.625, -1.277)  -0.3116
C (3.411, -1.349, -1.179)  0.4763
F (2.835, -2.499, -0.809)  -0.1325
F (2.998, -1.084, -2.422)  -0.1971
S (3.044, 0.094, 0.009)  1.5273
O (4.282, 0.827, 0.002)  -0.7214
O (2.738, -0.577, 1.242)  -0.6610
O (1.943, 0.738, -0.687)  -0.7000
O (1.253, 5.392, -5.732)  -0.7392
S (1.165, 3.947, -5.731)  1.1882
O (0.822, 3.374, -7.015)  -0.7285
N (0.218, 3.370, -4.541)  -0.3870
C (0.904, 2.687, -3.658)  -0.1469
O (0.411, 2.092, -2.673)  0.1427
C (2.387, 2.615, -3.947)  0.0540
C (3.374, 1.993, -3.196)  0.4732
C (4.675, 2.003, -3.685)  -0.9849
C (4.981, 2.638, -4.881)  -0.4053
C (3.994, 3.283, -5.620)  -0.5742
C (2.710, 3.246, -5.134)  -0.2531
H (3.134, 1.516, -2.259)  0.3012
H (5.454, 1.518, -3.111)  0.4592
H (5.999, 2.644, -5.248)  0.3724
H (4.216, 3.786, -6.551)  0.4075

Atoms 1-6, force components in eV/Å:
0.80 2.33 -0.86
-0.14 -0.07 -0.04
0.06 -0.15 0.13
-0.05 0.25 0.09
0.12 -0.01 -0.17
-0.05 0.44 0.66

Entry 3:
Below is 2 unconnected molecules or ions with the total composition C4H9F3N2O in a non-equilibrium geometry, with properties calculated with ωB97M-V/def2-TZVPD.

Computed properties:
gap between HOMO and LUMO = 9.550 eV
structure (SMILES) = N[C@H](O)C(F)(F)F.C=CN
E_LUMO = 0.0320 Eh
highest occupied orbital energy = -8.6785 eV

Last column: Mulliken charge in e.
Positions of all 19 atoms, in Å:
C (1.488, -2.059, 1.299)  -0.7205
C (1.191, -1.225, 2.258)  0.0155
C (-0.589, 0.494, -1.416)  -0.0610
C (-1.797, 1.000, -0.601)  0.8721
N (1.289, 0.193, 2.224)  -0.5246
N (-0.591, 1.320, -2.593)  -0.6583
O (-0.740, -0.813, -1.747)  -0.5370
F (-1.593, 0.406, 0.666)  -0.2580
F (-1.769, 2.336, -0.475)  -0.2836
F (-2.960, 0.600, -1.071)  -0.2604
H (1.330, -3.067, 1.533)  0.2536
H (0.380, 0.736, -0.881)  0.3595
H (1.898, -1.812, 0.280)  0.1731
H (0.895, -1.449, 3.206)  0.3264
H (1.347, 0.467, 3.199)  0.2611
H (2.215, 0.433, 1.805)  0.2358
H (0.179, 1.127, -3.199)  0.2257
H (-0.689, 2.223, -2.166)  0.2297
H (-1.485, -0.911, -2.321)  0.3509

Atoms 1-6, force components in eV/Å:
0.67 0.06 -1.69
0.70 2.57 -1.46
0.54 1.61 -0.67
2.18 -1.65 2.27
1.75 -0.04 -0.39
-1.43 -0.18 0.26

Entry 4:
Below is a molecular structure, C2H3NO3 in a non-equilibrium geometry, with properties calculated with ωB97M-V/def2-TZVPD.

Computed properties:
gap between HOMO and LUMO = 10.629 eV
E_LUMO = 0.0144 Eh
highest occupied orbital energy = -10.2379 eV

Last column: Mulliken charge in e.
Positions of all 9 atoms, in Å:
C (1.130, 0.336, -1.327)  0.1817
C (-1.148, 0.006, 1.549)  0.2109
H (1.178, -0.681, -2.135)  0.1569
H (0.077, -1.092, -0.613)  0.3190
H (-1.511, 0.588, 2.356)  0.3782
N (0.576, -0.083, -0.009)  -0.2564
O (1.405, 1.438, -1.803)  -0.4073
O (-0.427, 0.661, 0.558)  -0.1372
O (-1.282, -1.173, 1.423)  -0.4458

Atoms 1-6, force components in eV/Å:
-0.29 1.28 -2.87
1.60 -2.27 -2.66
0.36 2.44 2.65
1.28 3.37 3.23
-0.38 1.19 0.44
-0.65 -5.22 -5.12

Entry 5:
Below is a single C7H10 molecule, with properties calculated with ωB97M-V/def2-TZVPD.

Computed properties:
gap between HOMO and LUMO = 10.502 eV
structure (SMILES) = C1=CC1C1CCC1
E_LUMO = 0.0464 Eh
highest occupied orbital energy = -9.2390 eV

Last column: Mulliken charge in e.
Positions of all 17 atoms, in Å:
C (1.711, -0.209, 0.888)  -0.5261
C (2.110, 0.539, -0.083)  -0.4546
C (1.178, -0.571, -0.463)  -0.4725
C (-0.257, -0.312, -0.930)  0.0133
C (-1.295, -0.946, 0.036)  -0.7376
C (-1.198, 0.373, 0.845)  -0.3904
C (-0.770, 1.058, -0.460)  -0.8766
H (1.876, -0.547, 1.899)  0.4563
H (-0.346, 0.267, 1.534)  0.0678
H (2.804, 1.290, -0.421)  0.4126
H (1.606, -1.480, -0.894)  0.4568
H (-0.343, -0.539, -2.002)  0.4216
H (-0.992, -1.862, 0.552)  0.3159
H (-2.273, -1.104, -0.439)  0.2886
H (-1.683, 1.350, -0.993)  0.3239
H (-2.050, 0.788, 1.389)  0.3857
H (-0.076, 1.905, -0.457)  0.3151

Atoms 1-6, force components in eV/Å:
0.37 -0.05 0.02
0.39 -0.03 0.00
-0.17 -0.28 -0.28
0.04 0.01 -0.03
-0.05 -0.18 0.10
0.07 -0.03 0.32

Entry 6:
Below is a single C5H7FO2 molecule in a non-equilibrium geometry, with properties calculated with ωB97M-V/def2-TZVPD.

Computed properties:
gap between HOMO and LUMO (spin up / spin down) = 9.012 / 7.089 eV
E_LUMO (spin up / spin down) = 0.0198 / 0.0038 Eh
highest occupied orbital energy (spin up / spin down) = -8.4732 / -6.9866 eV

Last column: Mulliken charge in e.
Positions of all 15 atoms, in Å:
C (-0.349, -0.821, 0.425)  0.9236
C (-0.914, -2.048, 0.121)  -1.2434
C (1.402, 1.038, -0.869)  -0.8747
C (1.504, 0.471, 0.541)  -0.2358
C (-1.143, 0.326, 0.048)  0.2262
O (0.859, -0.700, 0.888)  -0.4504
O (-2.202, 0.173, -0.729)  -0.4931
F (-1.128, 1.397, 0.849)  -0.2434
H (-0.444, -2.976, 0.369)  0.3113
H (-1.771, -2.001, -0.288)  0.4691
H (1.468, 2.076, -0.950)  0.3511
H (1.824, 0.561, -1.740)  0.2785
H (2.569, 0.312, 0.833)  0.3498
H (1.188, 1.272, 1.248)  0.2691
H (-2.861, 0.921, -0.745)  0.3621

Atoms 1-6, force components in eV/Å:
-3.66 -2.33 -2.07
6.43 1.64 3.35
-0.38 -1.99 1.02
2.03 2.82 0.48
1.71 0.21 -0.18
1.25 -0.74 0.76

no.,total energy (hartree)
1,-591.4484
2,-4346.5843
3,-642.1179
4,-358.3434
5,-272.5913
6,-444.8765